{
  "formula": "C30H29NO9",
  "method": "the ωB97M-V functional and the def2-TZVPD basis",
  "smiles": "C=CCC1=C(CCCCCN)C(=O)OC1=O.O=C1C=CC(=O)C=C1.O=C1C=CC(=O)C=C1.O=C1C=CC(=O)C=C1",
  "e_tot_ev": -51493.2267,
  "e_homo_ev": -9.11,
  "symbols": ["C", "C", "C", "C", "C", "C", "C", "C", "C", "C", "N", "C", "O", "O", "C", "O", "H", "H", "H", "H", "H", "H", "H", "H", "H", "H", "H", "H", "H", "H", "H", "H", "H", "O", "C", "C", "C", "C", "O", "C", "C", "H", "H", "H", "H", "O", "C", "C", "C", "C", "O", "C", "C", "H", "H", "H", "H", "O", "C", "C", "C", "C", "O", "C", "C", "H", "H", "H", "H"],
  "coordinates": [[-0.257, 3.043, 0.014], [0.175, 1.783, -0.148], [-0.394, 0.705, -1.048], [-1.880, 0.466, -1.081], [-2.489, -0.724, -0.949], [-1.956, -2.102, -0.778], [-2.194, -2.937, -2.067], [-0.894, -3.216, -2.841], [-1.068, -3.193, -4.370], [-0.507, -1.933, -5.022], [0.891, -1.672, -4.618], [-3.957, -0.511, -1.018], [-4.841, -1.312, -0.922], [-4.187, 0.827, -1.218], [-2.961, 1.475, -1.303], [-2.914, 2.640, -1.555], [-1.293, 3.346, -0.016], [0.485, 3.801, 0.246], [1.043, 1.491, 0.438], [-0.012, 0.863, -2.061], [0.040, -0.242, -0.723], [-0.887, -2.074, -0.581], [-2.439, -2.586, 0.071], [-2.688, -3.877, -1.821], [-2.881, -2.398, -2.723], [-0.524, -4.195, -2.534], [-0.129, -2.494, -2.550], [-0.566, -4.054, -4.821], [-2.126, -3.258, -4.639], [-0.566, -2.043, -6.109], [-1.121, -1.065, -4.764], [1.320, -2.542, -4.324], [1.424, -1.348, -5.414], [4.751, 6.181, 3.414], [4.444, 5.148, 2.856], [5.484, 4.192, 2.391], [5.155, 3.060, 1.775], [3.734, 2.707, 1.534], [3.424, 1.678, 0.967], [2.697, 3.658, 2.009], [3.023, 4.796, 2.616], [6.512, 4.474, 2.580], [5.893, 2.350, 1.423], [1.671, 3.365, 1.822], [2.280, 5.504, 2.961], [-0.026, -6.136, -1.458], [-0.191, -7.285, -1.811], [0.959, -8.199, -2.015], [0.778, -9.458, -2.406], [-0.583, -10.000, -2.653], [-0.748, -11.146, -3.008], [-1.734, -9.082, -2.450], [-1.551, -7.824, -2.059], [1.940, -7.783, -1.828], [1.600, -10.144, -2.561], [-2.715, -9.498, -2.637], [-2.374, -7.138, -1.903], [-1.043, 8.387, 8.210], [-0.722, 7.826, 7.187], [-1.373, 6.559, 6.765], [-1.018, 5.942, 5.642], [0.041, 6.496, 4.764], [0.364, 5.933, 3.738], [0.694, 7.760, 5.183], [0.340, 8.377, 6.306], [-2.144, 6.177, 7.422], [-1.477, 5.018, 5.313], [1.468, 8.140, 4.527], [0.801, 9.300, 6.634]],
  "nbo_charge": [-0.395, -0.184, -0.475, -0.065, -0.044, -0.447, -0.375, -0.431, -0.405, -0.211, -0.847, 0.754, -0.519, -0.498, 0.769, -0.513, 0.215, 0.192, 0.223, 0.255, 0.223, 0.220, 0.239, 0.213, 0.199, 0.233, 0.208, 0.196, 0.208, 0.176, 0.175, 0.350, 0.360, -0.497, 0.490, -0.230, -0.232, 0.481, -0.503, -0.233, -0.241, 0.231, 0.232, 0.236, 0.259, -0.502, 0.481, -0.238, -0.214, 0.473, -0.480, -0.228, -0.225, 0.234, 0.233, 0.235, 0.232, -0.479, 0.473, -0.226, -0.225, 0.488, -0.514, -0.239, -0.212, 0.235, 0.234, 0.238, 0.234]
}